# 1
The following is a DFT calculation (ωB97M-V with the def2-TZVPD basis set) of 9 unconnected molecules or ions with the total composition C4H25NO11 in a non-equilibrium geometry.

Structure (XYZ):
```
41
C4H25NO11, DFT ωB97M-V with the def2-TZVPD basis set
C -1.98930 0.46893 2.58573
C -1.64236 0.31840 1.10956
C -0.54394 1.20700 0.50572
O -1.08427 1.95302 -0.58559
N -1.30613 -1.12017 0.88638
C -1.28127 -1.63054 -0.36228
O -1.71428 -1.14849 -1.37925
O -0.78638 -2.90975 -0.38509
H -1.13444 0.41509 3.25894
H -2.46018 1.44194 2.73067
H -2.75727 -0.26461 2.82911
H -2.57172 0.37469 0.55449
H 0.17928 0.58041 -0.00271
H 0.00652 1.83922 1.20425
H -1.22345 2.85936 -0.36745
H -0.93296 -1.71745 1.60546
H -0.21127 -3.10168 0.36033
O 0.40936 -2.85081 2.69350
H -0.21185 -3.06262 3.39267
H 1.24151 -3.31370 2.79964
O -0.92606 4.64506 0.19207
H -0.03123 4.51703 0.54710
H -1.43034 4.79294 0.98223
O 3.01949 -2.17346 -3.26904
H 2.04529 -2.25380 -3.29794
H 3.03553 -1.27154 -3.61755
O 1.46259 4.10376 2.07927
H 1.68443 3.67737 1.24967
H 1.39598 3.37129 2.70277
O 0.49456 -1.34651 -3.69561
H -0.17702 -1.77939 -4.20689
H 0.07858 -1.01904 -2.89221
O -2.61462 0.00559 -3.68337
H -1.89589 0.12841 -3.06713
H -2.79140 -0.90229 -3.43457
O 2.83302 0.72143 0.69720
H 3.41566 0.57317 1.43355
H 2.87035 -0.06793 0.13538
O 2.46787 -1.68876 -0.58534
H 3.02811 -1.85888 -1.36495
H 2.04952 -2.51265 -0.33873
```

As for the energy above the lowest of the compared OMol25 structures with the same formula, charge and spin: 38.60 kcal/mol. The calculation puts the LUMO energy at -0.3075 eV. The orbital gap is 9.481 eV. Its SMILES is C[C@@H](CO)NC(=O)O.O.O.O.O.O.O.O.O. The calculation puts the total energy at -28567.1140 eV.

***

# 2
The following is a DFT calculation (ωB97M-V with the def2-TZVPD basis set) of 2 unconnected molecules or ions with the total composition C4H14N2P in a non-equilibrium geometry.

Structure (XYZ):
```
21
C4H14N2P, DFT ωB97M-V with the def2-TZVPD basis set
C -3.11681 0.42930 0.03959
C 3.33721 0.53407 -0.51466
C -0.71036 0.61981 -0.00985
C 0.65991 -0.02260 -0.09414
N 0.09447 -2.02812 0.75111
N -1.85566 -0.15372 -0.42406
P 2.12117 0.61629 0.79756
H -3.36357 0.37544 1.06830
H -3.05522 1.48742 -0.27319
H -3.84347 -0.06788 -0.46779
H 3.34175 1.46379 -1.19870
H 3.10628 -0.43137 -1.05270
H 4.33795 0.43518 -0.09132
H -0.58096 1.52328 -0.63079
H -0.99101 0.97192 0.95212
H 0.81864 -0.39693 -1.15812
H 0.44891 -1.82533 1.78476
H -0.89390 -2.14156 0.76094
H 0.47817 -2.90592 0.55899
H -1.85974 -0.42293 -1.44577
H 1.52624 1.93984 0.64771
```

As for the charge: +1. As for the energy above the lowest of the compared OMol25 structures with the same formula, charge and spin: 77.52 kcal/mol. The calculation puts the LUMO energy at -4.8624 eV. The orbital gap is 7.952 eV. The calculation puts the total energy at -16634.8067 eV.

***

# 3
The following is a DFT calculation (ωB97M-V with the def2-TZVPD basis set) of a molecular structure, C11H26O9P2RhSi.

Structure (XYZ):
```
50
C11H26O9P2RhSi, DFT ωB97M-V with the def2-TZVPD basis set
Rh 0.14671 -0.37417 -1.29586
O -0.21287 0.96160 -4.87981
P 0.53034 1.75749 -3.70739
O 0.65938 3.18173 -4.01431
O -0.12915 1.35243 -2.38088
O 2.01208 1.02274 -3.70157
P 2.06487 -0.45922 -3.09527
O 3.42899 -1.04625 -3.65643
O 0.87909 -1.22497 -3.57528
O 2.16519 -0.29995 -1.57456
H -0.13050 0.00860 -4.67034
H 3.23761 -1.89312 -4.07841
C 1.72696 -3.71535 0.78706
C 1.31961 -2.97672 -0.47768
O 1.85079 -3.23142 -1.54275
O 0.37411 -2.10318 -0.25572
H 2.33770 -4.57761 0.53058
H 0.84794 -4.02329 1.35402
H 2.30671 -3.03953 1.41920
C -0.65931 2.71883 0.10789
Si -0.45873 0.90177 0.52223
C 0.64203 0.78226 2.07567
C 0.80615 -0.64675 2.60049
C 2.02561 1.30265 1.65799
C 0.07798 1.66331 3.19604
C -2.20340 0.09682 0.51725
C -2.30768 -1.19477 1.32781
C -2.32832 -0.24698 -0.98791
C -3.33965 1.04009 0.90826
H -1.09504 3.25802 0.95382
H -1.29615 2.84981 -0.76574
H 0.30171 3.17048 -0.14108
H 1.10431 -1.32949 1.80568
H -0.11803 -1.02992 3.03460
H 1.57197 -0.66323 3.38606
H 2.44688 0.70731 0.84462
H 2.71159 1.25082 2.51212
H 1.98792 2.34241 1.32518
H -0.91002 1.32245 3.52051
H -0.00595 2.70925 2.89608
H 0.74222 1.62155 4.06782
H -1.49657 -1.88557 1.09580
H -3.25985 -1.69318 1.10367
H -2.29394 -0.98714 2.40005
H -1.59218 -1.03265 -1.35063
H -2.29822 0.62615 -1.63855
H -3.25436 -0.79939 -1.19632
H -3.26848 1.32879 1.96041
H -4.30819 0.54409 0.76601
H -3.33987 1.95239 0.30954
```

As for the charge: -1. The calculation puts the LUMO energy at 2.7239 eV. The orbital gap is 8.647 eV. The calculation puts the total energy at -59731.2959 eV.

***

# 4
The following is a DFT calculation (ωB97M-V with the def2-TZVPD basis set) of a molecular structure, C4H7NOS in a non-equilibrium geometry.

Structure (XYZ):
```
14
C4H7NOS, DFT ωB97M-V with the def2-TZVPD basis set
C 1.46235 0.12555 -0.13019
C 0.01964 0.62192 0.12491
C -1.07918 0.27463 -0.87295
C -0.64776 -0.52678 0.94798
H 2.43435 1.86898 0.23500
H -0.10500 1.59190 0.49439
H -1.90654 1.01418 -0.69189
H -0.74073 0.15746 -1.99956
H -0.93728 -1.80944 -1.01559
H -1.44634 -0.31284 1.84078
H -0.02686 -1.28839 1.52166
N -1.49858 -1.04425 -0.20695
O 2.56551 0.85533 -0.05140
S 1.90643 -1.52824 -0.19619
```

As for the energy above the lowest of the compared OMol25 structures with the same formula, charge and spin: 96.64 kcal/mol. The calculation puts the LUMO energy at 0.0428 eV. The orbital gap is 8.556 eV. The calculation puts the total energy at -18630.3588 eV.

***

# 5
The following is a DFT calculation (ωB97M-V with the def2-TZVPD basis set) of a molecular structure, C24H44CdCl3N4O3SSi in a non-equilibrium geometry.

Structure (XYZ):
```
81
C24H44CdCl3N4O3SSi, DFT ωB97M-V with the def2-TZVPD basis set
C -1.74396 -2.65298 -4.19397
C -1.20924 -3.36629 -2.99810
H -1.95222 -3.37688 -4.98174
H -1.02705 -1.88996 -4.53924
H -2.68836 -2.12073 -3.96812
C -1.03449 -4.69449 -2.92044
C -1.23476 -5.63279 -4.08243
H -0.69166 -5.17278 -1.98628
H -0.78555 -5.22198 -5.00031
H -2.28408 -5.88015 -4.32248
H -0.74050 -6.59022 -3.86585
Cd -0.41545 2.27366 0.84161
Cl -2.78774 2.50661 1.53892
Cl 0.73355 4.39048 0.19326
H 1.18225 5.68562 4.28219
H -1.35675 7.75664 3.18593
C 1.00388 5.89686 3.21328
C -1.07487 7.04231 2.39528
N -0.42866 5.86230 2.96779
H 1.46060 5.09482 2.61515
C -1.02341 4.66044 3.12125
O -0.37646 3.61812 3.33903
H -1.98610 6.74244 1.86166
H -2.12698 4.64234 3.00049
H 1.40013 6.87382 2.93140
H -0.38857 7.54688 1.69598
H 2.68025 -0.69932 -3.12151
H 2.28095 -3.28888 -2.34121
C 3.45871 -0.58447 -2.36466
C 3.33046 -3.03093 -2.13169
N 3.42979 -1.73139 -1.49874
H 3.30578 0.33300 -1.78646
C 3.73135 -1.59953 -0.18218
O 4.01739 -0.53949 0.37756
H 3.77857 -3.79660 -1.47952
H 3.72261 -2.57992 0.35259
H 4.42595 -0.53787 -2.88666
H 3.85860 -2.99046 -3.09483
O 0.23867 -1.56593 -2.33845
C -0.69982 -2.40664 -1.93371
C 0.51077 -3.68059 0.01555
C -0.60685 -3.01574 -0.50912
H 1.45020 -3.71747 -0.53913
C 0.41670 -4.27211 1.28485
H -1.49647 -1.65745 -1.87176
C -1.77912 -2.94013 0.23124
H 1.28481 -4.78435 1.70524
C -0.77527 -4.21865 2.00714
C -1.87528 -3.53157 1.48234
H -2.61811 -2.39890 -0.23488
H -0.86351 -4.69552 2.98351
H -2.82534 -3.45468 2.02009
Si -0.39962 2.11255 -3.04575
Cl -0.67657 0.88586 -1.18453
C 1.36915 2.65041 -3.08631
C -1.44055 3.61249 -2.53670
C -1.12278 1.13267 -4.43621
H 2.04029 1.93470 -2.59088
H 1.45456 3.59687 -2.53319
H 1.73825 2.80937 -4.10974
H -0.37832 0.51257 -4.94694
H -1.56573 1.82502 -5.17641
H -1.91805 0.47014 -4.07061
H -1.46636 3.73629 -1.45095
H -2.47540 3.50751 -2.88447
H -1.06081 4.55916 -2.94489
S 0.73152 0.05741 1.38769
C 0.01932 -0.15493 2.93254
N -1.23815 0.16888 3.28199
C -1.66950 0.08747 4.67218
C -0.54699 0.57284 5.58028
C 0.67480 -0.29592 5.33086
N 0.81742 -0.62583 3.90963
H -1.89664 0.48274 2.56289
H -1.89834 -0.95755 4.92141
H -2.58436 0.67081 4.81102
H -0.84109 0.45648 6.62879
H -0.35883 1.64635 5.39426
H 0.57194 -1.26929 5.83848
H 1.59382 0.18745 5.68944
H 1.72165 -0.98100 3.58622
```

As for the charge: -1. As for the energy above the lowest of the compared OMol25 structures with the same formula, charge and spin: 0.00 kcal/mol. The calculation puts the LUMO energy at 2.4878 eV. The orbital gap is 5.700 eV. The calculation puts the total energy at -98554.6913 eV.

***

Look up the orbital gap of the fourth one. 8.556 eV

***

Look up the orbital gap of the fourth one. 8.556 eV